Entry 1:
Molecular formula: C6H10
Method: DFT, the ωB97M-V functional and the def2-TZVPD basis

total charge = 0
structure (SMILES) = C1=CCCCC1
largest force on an atom = 1.786 eV/Å
multiplicity = 1
HOMO-LUMO gap = 10.46 eV
HOMO level = -9.262 eV

Structure (XYZ):
```
16
Properties=species:S:1:pos:R:3:lowdin_charge:R:1
C -1.1982 0.7960 0.3917 -0.188
C 1.2228 0.8863 -0.5018 -0.126
C -0.0775 -1.2369 -0.2947 -0.234
C 1.2973 -0.6263 -0.4747 -0.215
C -0.8712 -0.6247 0.8402 -0.234
C 0.1276 1.5622 -0.1375 -0.065
H -1.5703 1.4129 1.2096 0.089
H -0.2839 -0.5987 1.7583 0.112
H -0.0605 -2.3269 -0.2560 0.106
H -0.6919 -0.9274 -1.1970 0.131
H 1.9639 -0.9325 0.3416 0.112
H -1.7797 -1.2027 1.0570 0.110
H 0.0978 2.6614 -0.1897 0.091
H 2.1254 1.3980 -0.8385 0.095
H 1.7589 -0.9928 -1.4023 0.110
H -2.0603 0.7521 -0.3061 0.107
```

***

Entry 2:
Molecular formula: C6H10
Method: DFT, the ωB97M-V functional and the def2-TZVPD basis

total charge = 0
largest force on an atom = 0.702 eV/Å
multiplicity = 1
HOMO-LUMO gap = 9.68 eV
HOMO level = -9.640 eV

Structure (XYZ):
```
16
Properties=species:S:1:pos:R:3:lowdin_charge:R:1
C 0.8851 0.3466 -1.8348 0.241
C -1.2997 -1.2302 -0.4666 -0.083
C 0.8446 0.0983 -0.5543 -0.457
C 2.2108 0.2515 0.0977 -0.075
C -1.0980 0.9585 0.7818 -0.072
C -0.3585 -0.2904 0.2889 -0.414
H -1.5497 1.4892 -0.0632 0.086
H -1.7134 -0.7369 -1.3540 0.083
H -0.4260 1.6545 1.2954 0.077
H 2.1590 0.9794 0.9148 0.084
H -1.8968 0.6806 1.4791 0.079
H 0.0350 -0.8238 1.1657 0.134
H -2.1379 -1.5311 0.1717 0.078
H 2.9734 0.5884 -0.6112 0.073
H 2.5293 -0.7142 0.5053 0.086
H -0.7739 -2.1306 -0.7982 0.082
```

***

Entry 3:
Molecular formula: C6H10
Method: DFT, the ωB97M-V functional and the def2-TZVPD basis

total charge = 0
structure (SMILES) = C=CC(=C)CC
largest force on an atom = 4.362 eV/Å
multiplicity = 1
HOMO-LUMO gap = 9.93 eV
HOMO level = -8.868 eV

Structure (XYZ):
```
16
Properties=species:S:1:pos:R:3:lowdin_charge:R:1
C 0.0443 1.1146 0.4110 -0.202
C 0.8120 -1.7179 1.1122 0.002
C 0.4455 -1.2962 -0.0993 -0.192
C -1.4167 0.8133 0.5162 -0.128
C 0.4565 0.0678 -0.6521 -0.356
C 0.7106 0.4040 -1.9217 0.055
H 0.6512 -2.7101 1.5662 0.055
H -0.0054 -1.9969 -0.8005 0.106
H -2.1414 0.5513 -0.3014 0.102
H -1.6816 -0.0690 1.0951 0.070
H 1.0519 -0.3747 -2.5895 0.062
H 0.3841 2.0263 -0.1250 0.113
H 0.7107 0.9658 1.2427 0.083
H 0.6538 1.3913 -2.2542 0.041
H -1.9565 1.6654 0.9191 0.063
H 1.2812 -0.8351 1.8812 0.126
```

***

Entry 4:
Molecular formula: C6H10
Method: DFT, the ωB97M-V functional and the def2-TZVPD basis

total charge = 0
structure (SMILES) = C1=C[C@H]2C[C@H]2C1.[H][H]
largest force on an atom = 1.007 eV/Å
multiplicity = 1
HOMO-LUMO gap = 9.86 eV
HOMO level = -8.601 eV

Structure (XYZ):
```
16
Properties=species:S:1:pos:R:3:lowdin_charge:R:1
C -0.6632 -0.8389 0.5564 -0.194
C 0.7977 0.0349 -1.1283 -0.150
C 0.7277 -0.7916 1.0728 -0.114
C -1.4838 0.4188 -0.0487 -0.115
C 1.5070 -0.1544 0.1994 -0.159
C -0.6442 -0.4642 -0.8960 -0.271
H -2.5311 0.1914 0.0954 0.088
H 1.0226 -1.1230 2.0662 0.106
H 2.5032 0.2356 0.3960 0.105
H 0.5932 1.6009 0.9958 0.082
H -0.1472 1.6014 0.9857 0.065
H -1.1044 -1.0613 -1.6715 0.129
H -1.3450 -1.5900 0.9491 0.125
H 0.8497 1.0588 -1.5213 0.114
H 1.2902 -0.6182 -1.8552 0.110
H -1.3722 1.5000 -0.1956 0.080
```

***

Which formula does entry 3 have? C6H10